Entry from OMol25: a single C4H7NO molecule (ωB97M-V/def2-TZVPD).

**Electronic energy**: -7797.71301 eV
**Net charge**: 0
**Relative energy (zero: lowest compared OMol25 entry of this formula, charge and spin)**: 1.9314 eV
**Structure (SMILES)**: C[C@H]1CN1C=O

Each line ends with the natural charge from an NBO analysis.
Positions of all 13 atoms, in Å:
C  -1.590  0.076  0.464  -0.632
C  -0.395  -0.744  0.046  -0.037
C  0.500  -0.511  -1.127  -0.253
N  1.012  -0.376  0.213  -0.446
C  1.583  0.854  0.496  0.525
O  2.133  1.534  -0.344  -0.573
H  -1.682  0.104  1.556  0.219
H  -2.492  -0.423  0.085  0.226
H  -1.572  1.097  0.075  0.219
H  -0.527  -1.796  0.299  0.202
H  0.841  -1.379  -1.675  0.202
H  0.593  0.440  -1.649  0.226
H  1.594  1.126  1.560  0.123